{
  "formula": "C20H37AsF6NNaO8S4",
  "method": "ωB97M-V with the def2-TZVPD basis set",
  "homo_ev": [-12.041, -12.041],
  "spin_multiplicity": 2,
  "energy_ha": -6030.79040,
  "gap_ev": [8.97, 4.33],
  "charge": 1,
  "e_lumo_ev": [-3.07, -7.71],
  "elements": ["Na", "As", "F", "F", "F", "F", "F", "F", "C", "C", "C", "S", "O", "O", "C", "H", "H", "H", "H", "H", "H", "H", "H", "C", "C", "C", "S", "O", "O", "C", "H", "H", "H", "H", "H", "H", "H", "H", "C", "C", "C", "S", "O", "O", "C", "H", "H", "H", "H", "H", "H", "H", "H", "C", "C", "C", "S", "O", "O", "C", "H", "H", "H", "H", "H", "H", "H", "H", "N", "C", "C", "C", "C", "H", "H", "H", "H", "H"],
  "coordinates": [[0.185, 0.882, -0.068], [-2.050, 0.865, 3.264], [-3.559, 0.674, 4.211], [-2.982, 1.882, 2.174], [-0.673, 1.097, 2.123], [-1.014, -0.144, 4.347], [-2.477, -0.563, 2.246], [-1.556, 2.406, 4.129], [4.599, 0.817, 4.391], [3.086, 0.715, 4.808], [2.290, 1.658, 3.887], [3.210, 1.675, 2.210], [3.631, 3.048, 1.914], [2.330, 0.899, 1.315], [4.580, 0.617, 2.862], [5.244, 0.099, 4.897], [4.960, 1.804, 4.680], [3.003, 0.999, 5.857], [2.635, -0.277, 4.799], [2.280, 2.705, 4.190], [1.293, 1.297, 3.634], [5.451, 0.996, 2.328], [4.303, -0.395, 2.567], [0.524, -1.188, -5.449], [1.902, -0.460, -5.673], [2.758, -0.833, -4.462], [1.533, -0.865, -3.026], [1.565, 0.335, -2.165], [1.559, -2.242, -2.450], [0.047, -0.823, -4.026], [0.758, -2.251, -5.500], [-0.222, -0.998, -6.220], [1.819, 0.627, -5.672], [2.378, -0.788, -6.598], [3.637, -0.227, -4.243], [2.950, -1.888, -4.660], [-0.296, 0.202, -3.886], [-0.744, -1.457, -3.625], [-5.106, 1.307, -0.959], [-4.907, -0.032, -0.350], [-4.312, -0.919, -1.475], [-3.024, 0.152, -2.255], [-3.148, 0.198, -3.717], [-1.769, -0.048, -1.566], [-3.792, 1.694, -1.611], [-5.434, 1.954, -0.146], [-5.937, 1.306, -1.665], [-5.875, -0.437, -0.055], [-4.270, 0.072, 0.529], [-5.142, -1.017, -2.175], [-3.994, -1.956, -1.364], [-4.032, 2.234, -2.527], [-3.127, 2.346, -1.044], [-0.918, -4.359, 1.138], [-0.077, -4.231, 2.429], [0.638, -2.901, 2.458], [1.113, -2.659, 0.710], [2.527, -2.952, 0.445], [0.444, -1.487, 0.264], [0.145, -4.115, 0.142], [-1.632, -3.537, 1.098], [-1.447, -5.307, 1.042], [0.666, -5.027, 2.472], [-0.769, -4.392, 3.256], [1.461, -2.781, 3.163], [-0.063, -2.109, 2.721], [0.851, -4.940, 0.228], [-0.124, -4.012, -0.909], [0.749, 3.468, -1.959], [-0.602, 3.670, -1.714], [-0.892, 3.906, -0.424], [0.383, 3.822, 0.217], [1.293, 3.572, -0.783], [1.214, 3.256, -2.830], [-1.215, 3.653, -2.603], [-1.822, 4.198, 0.042], [0.655, 3.885, 1.260], [2.355, 3.622, -0.593]]
}